[1]
Computed, not measured: a structure of composition C22H25N3PPdS in a non-equilibrium geometry, with ωB97M-V/def2-TZVPD.

Geometry as XYZ:
```
53
Properties=species:S:1:pos:R:3
Pd 0.16472 1.84409 0.63274
N 0.38528 4.29955 0.85047
N -0.38601 4.86469 1.88431
C -1.18566 4.13019 2.66501
N -1.82374 4.67401 3.67976
S -1.43523 2.46166 2.34579
H 1.38110 4.49543 1.01552
H 0.13220 4.73778 -0.04306
H -0.30044 5.86610 2.05796
H -1.77777 5.66002 3.90358
H -2.42054 4.11508 4.27800
C -3.30856 -1.94423 -0.71086
C -2.28684 -2.82823 -0.11622
C -2.59897 -4.18242 0.10001
C -1.70622 -5.01815 0.74047
C -0.46860 -4.53157 1.15695
C -0.13101 -3.19324 0.95545
C -1.01037 -2.35790 0.27402
P -0.58665 -0.62481 -0.07221
C 1.03678 -0.23895 0.74310
C 0.87859 0.08443 2.13073
C 1.98044 0.39783 2.91933
C 3.24600 0.42585 2.34011
C 3.40749 0.07951 1.00679
C 2.33739 -0.26529 0.17664
C 2.64635 -0.73532 -1.20201
C -0.31947 -0.42250 -1.85195
C -0.24901 -1.51227 -2.71042
C 0.23918 -1.34089 -4.00298
C 0.70959 -0.09220 -4.40969
C 0.59228 1.00904 -3.58516
C -0.03702 0.89891 -2.32192
C -0.44441 2.06198 -1.61059
H -4.23467 -1.98842 -0.13180
H -3.58435 -2.30324 -1.70548
H -2.98782 -0.90178 -0.77032
H -3.56348 -4.54549 -0.22911
H -1.97685 -6.04667 0.92285
H 0.24322 -5.19604 1.62309
H 0.82760 -2.83142 1.29893
H -0.09008 -0.09148 2.60420
H 1.85350 0.58188 3.97584
H 4.11364 0.67323 2.93316
H 4.40184 0.04896 0.58773
H 3.67173 -1.09456 -1.23230
H 2.56275 0.06619 -1.93842
H 1.98700 -1.54429 -1.50741
H -0.53492 -2.49660 -2.36828
H 0.27946 -2.18373 -4.67627
H 1.13574 0.02218 -5.39380
H 0.89626 1.98512 -3.93175
H -1.46363 2.02069 -1.18853
H -0.19781 3.00725 -2.09205
```

Computed properties:
- 2S+1: 5
- Electronic energy: -1883.8972 hartree
- Total charge: +3
- Expectation value of S²: 6.0485
- Orbital gap (alpha / beta): 8.0 / 4.3 eV

***

[2]
Computed, not measured: a structure of composition C22H25N3PbS2, with ωB97M-V/def2-TZVPD.

Geometry as XYZ:
```
53
Properties=species:S:1:pos:R:3
Pb -0.22269 0.03572 1.18745
C 1.46297 2.34862 -0.39694
N 1.03639 1.02919 -0.88206
C 0.03324 1.16558 -1.93373
C -0.64664 -0.15487 -2.24912
N -1.43692 -0.66172 -1.12387
C -2.68255 0.08469 -0.91810
C -1.73094 -2.07290 -1.26936
C -2.38619 -2.51393 -2.41471
C -2.70967 -3.84620 -2.58932
C -2.37160 -4.75320 -1.59329
C -1.72086 -4.32431 -0.45495
C -1.38035 -2.97826 -0.26264
S -0.49893 -2.57423 1.19724
C 2.18324 0.20391 -1.18697
C 2.64329 0.04748 -2.48809
C 3.75497 -0.73287 -2.76282
C 4.42131 -1.35530 -1.71944
C 3.97360 -1.19670 -0.42127
C 2.85256 -0.42110 -0.12232
S 2.38473 -0.23648 1.56249
H 1.95541 2.91614 -1.19475
H 0.59282 2.90639 -0.04593
H 2.15012 2.21697 0.43654
H -0.69823 1.89483 -1.57713
H 0.45064 1.59434 -2.85358
H -1.26214 -0.02981 -3.15053
H 0.11212 -0.90603 -2.47365
H -3.33213 0.04417 -1.80042
H -3.21558 -0.35142 -0.07370
H -2.47749 1.12824 -0.67826
H -2.65346 -1.79607 -3.18046
H -3.21965 -4.17220 -3.48521
H -2.61311 -5.80180 -1.70544
H -1.45077 -5.03505 0.31406
H 2.12994 0.53351 -3.30700
H 4.09253 -0.85191 -3.78276
H 5.28610 -1.97466 -1.91461
H 4.48486 -1.68991 0.39316
N -2.60724 2.68873 2.75130
C -1.35720 2.49038 3.32532
C -0.27873 3.30304 2.97900
C 0.99501 3.01046 3.43823
C 1.22099 1.91282 4.25552
C 0.14579 1.11751 4.62219
C -1.13345 1.39999 4.16637
H -3.39109 2.26563 3.22089
H -2.82590 3.60603 2.39945
H -0.44059 4.15471 2.32886
H 1.82251 3.64188 3.14238
H 2.21961 1.67538 4.59125
H 0.30052 0.25695 5.25937
H -1.96117 0.75768 4.44138
```

Computed properties:
- Electronic energy: -2006.8684 hartree
- Total charge: 0
- Orbital gap: 7.6 eV

***

[3]
Computed, not measured: a cluster of 2 separate species, C22H25N4O4S in total in a non-equilibrium geometry, with ωB97M-V/def2-TZVPD.

Geometry as XYZ:
```
56
Properties=species:S:1:pos:R:3
O -1.46911 5.83664 7.11382
O 1.43368 4.16302 3.50970
O -0.63139 1.95856 5.51013
O 0.64110 2.95929 1.83050
N -0.62158 -5.05978 -5.40391
N 3.46653 -5.94107 -6.00797
S -0.22064 -0.59484 -1.68339
C -0.40679 5.71363 6.51307
C 0.48764 3.64844 2.86441
C -1.49025 2.83253 5.50019
C 0.32244 -4.23957 -4.99842
C 0.69890 -0.00141 -0.30839
C 1.88234 -0.67237 -0.15556
C 2.07901 -1.69248 -1.17436
C 1.08813 -2.75014 -3.17026
C 1.03575 -1.77701 -2.06832
C 0.05216 -3.18339 -3.99308
C 4.15078 -4.93254 -6.56827
C 2.23434 -5.69414 -5.52977
C 3.62861 -3.64068 -6.66595
C 2.36101 -3.37125 -6.15529
C 1.65202 -4.42518 -5.57074
N -2.65128 2.56057 6.10818
N -0.26817 5.01258 5.39731
C 0.84008 6.39122 7.02696
C -3.81021 3.43662 6.27310
C -1.97561 -4.90705 -4.84065
C -1.37436 -2.70784 -3.80398
C -2.33887 -3.42591 -4.75155
C -0.97110 3.96155 3.26636
C -1.28822 4.18054 4.76497
H 0.38046 0.81622 0.34065
H 2.59155 -0.44520 0.63680
H 2.96534 -2.31778 -1.21447
H 2.06429 -3.20502 -3.31008
H 5.14424 -5.12933 -6.95903
H 1.68583 -6.51504 -5.07697
H 4.21752 -2.85645 -7.12885
H 1.93560 -2.37103 -6.20936
H -2.67897 1.65156 6.54088
H 0.65476 4.93974 4.96858
H 0.57759 7.03531 7.86273
H 1.28226 6.97779 6.22380
H 1.54509 5.62618 7.34662
H -3.51509 4.34113 6.80879
H -4.58055 2.92424 6.84968
H -4.21819 3.71339 5.29995
H -2.69565 -5.42007 -5.48655
H -2.02814 -5.37390 -3.85053
H -1.43910 -1.63139 -3.98976
H -1.67934 -2.89903 -2.76966
H -2.27891 -2.97889 -5.74958
H -3.36614 -3.30965 -4.39305
H -1.62905 3.17777 2.88557
H -1.24821 4.87940 2.74523
H -2.22408 4.73154 4.79976
```

Computed properties:
- Electronic energy: -1771.5975 hartree
- Total charge: -1
- Orbital gap: 6.6 eV

***

[4]
Computed, not measured: an isolated molecule of C22H25N5S in a non-equilibrium geometry, with ωB97M-V/def2-TZVPD.

Geometry as XYZ:
```
53
Properties=species:S:1:pos:R:3
C 2.85240 0.14058 1.98102
C 2.75338 -0.50487 0.60490
N 3.47025 -1.76549 0.49755
C 3.49196 -2.26412 -0.87020
C 4.54679 -1.54802 -1.71091
C 3.16121 -2.77626 1.47880
C 1.80147 -3.49344 1.37986
S 0.42465 -2.56343 2.14450
C -0.40873 -1.93064 0.75495
N -0.06222 -2.36959 -0.45014
N -0.66286 -1.91927 -1.51947
C -1.59818 -1.00858 -1.35619
C -2.42952 -0.26549 -2.25675
C -2.57155 -0.25623 -3.63642
C -3.48673 0.61658 -4.19363
C -4.24629 1.46428 -3.39314
C -4.11803 1.46996 -2.01461
C -3.20433 0.59954 -1.44537
N -2.89938 0.39282 -0.10799
C -3.33700 1.16507 1.03577
C -2.27456 2.17578 1.39361
C -2.22976 3.40863 0.75627
C -1.21266 4.30377 1.03795
C -0.22916 3.97043 1.95368
C -0.26599 2.73987 2.58757
C -1.28326 1.84448 2.30848
C -1.93639 -0.54850 -0.03966
N -1.35059 -1.02304 1.04046
H 3.88538 0.13868 2.31982
H 2.23448 -0.37627 2.71106
H 2.50576 1.16959 1.91595
H 1.69248 -0.60638 0.32244
H 3.21121 0.17051 -0.12217
H 3.74762 -3.32578 -0.83512
H 2.50719 -2.16966 -1.35427
H 4.64724 -2.04502 -2.67250
H 4.27783 -0.51106 -1.89164
H 5.50464 -1.57280 -1.19808
H 3.93290 -3.54899 1.38517
H 3.26005 -2.33683 2.47267
H 1.84566 -4.43488 1.92584
H 1.50788 -3.67138 0.34783
H -1.97681 -0.91930 -4.24420
H -3.61785 0.64386 -5.26461
H -4.95417 2.13501 -3.85691
H -4.71886 2.13387 -1.41200
H -4.28290 1.64971 0.78790
H -3.48744 0.46889 1.86530
H -2.99179 3.67056 0.03577
H -1.18686 5.26156 0.53932
H 0.56567 4.66870 2.17098
H 0.49987 2.47427 3.30113
H -1.30407 0.87831 2.78945
```

Computed properties:
- Electronic energy: -1525.2915 hartree
- Total charge: 0
- Energy above the lowest of the compared OMol25 structures with the same formula, charge and spin: 0.045 eV
- SMILES: CCN(CC)CCSc1nnc2c3ccccc3n(Cc3ccccc3)c2n1
- Orbital gap: 7.9 eV